Formula: C35H81N3O11
Source: the OMol25 dataset
Level of theory: ωB97M-V with the def2-TZVPD basis set

XYZ file:
```
130
Properties=species:S:1:pos:R:3
C 0.26175 3.46450 -1.86390
H 2.92004 -0.45654 -2.70115
H -5.77359 -0.13420 -0.43750
H 0.37553 -0.52418 1.28803
H -3.05683 6.40200 -4.02590
H 2.20213 6.36188 -2.38789
H 4.34294 -2.66030 3.37651
H 6.75236 0.02563 0.28599
H 1.57306 6.18291 -0.07993
C 3.85150 -1.32051 1.75015
O 1.74674 -1.66457 0.70037
O -2.78500 2.02680 2.99479
C 0.69902 4.90989 -1.60650
H 0.06666 3.51298 -4.09115
H -2.33544 4.08613 -4.07933
O 0.13179 -3.87946 -0.43033
C -4.96400 2.62252 -1.41635
H 3.66069 -5.50747 -1.35870
C 2.60739 -6.39814 0.79973
C -5.31536 -0.91571 1.30270
C -4.75531 -2.30073 1.61478
C 2.94735 -4.76456 -1.01521
H 1.84806 4.46397 0.10154
H 1.64754 -5.20320 3.01650
H 2.94036 4.94409 -1.86182
H -4.34218 -2.38634 2.61916
H -0.79679 2.15779 -3.35434
C 2.79255 -1.08027 -1.79341
H 2.57454 -2.62112 2.94069
C 5.68898 0.00363 0.49305
H -4.48698 -0.19172 1.25319
H 0.87618 -7.36828 -0.53308
H -4.02994 2.39557 -1.94174
C -0.52972 3.23406 -3.18795
H 3.78790 -3.51505 1.97741
H -1.67198 -5.15933 0.31349
H -2.85194 1.08412 3.08683
C 0.00188 -5.07262 1.56238
H -1.84165 1.71282 0.65015
H 3.43643 -4.03734 -0.38166
H -4.67530 2.71502 -0.36840
H 5.91870 -1.22013 2.40421
H -2.22969 4.07820 -2.34332
O -5.86756 -1.03838 -0.05127
H -0.16758 2.05662 5.14176
H 1.10639 2.75737 -1.81026
C 4.92041 -0.20975 -0.78067
C -0.33317 6.09580 -4.47189
H -0.63821 -4.39237 -0.71704
C -1.12679 5.62613 -3.20351
H 3.08684 -7.20336 0.21488
H 0.25954 -3.13163 2.39290
O -3.81699 -2.79768 0.67250
H -0.64366 -0.09251 3.40911
H 2.14776 4.86113 -3.37921
H 3.39419 -5.78662 1.26395
C 2.66970 0.85511 -0.29257
H -0.37485 3.25872 -0.99708
H -0.83299 -1.54651 -0.04301
C 2.01343 5.27482 -2.39661
C -1.12601 -5.83163 1.03119
H 0.37553 -6.29360 3.45292
O -0.52886 -0.29733 1.48936
H 1.66314 0.66860 0.03181
C -2.35304 6.59345 -3.19759
H 3.16344 1.45236 0.47117
H 0.09900 -5.98377 -1.38558
H -2.28683 -0.98367 0.78569
H -1.83291 -6.02415 1.79254
H 3.14610 -2.11146 -2.08577
C 1.02860 -6.45207 -1.09314
H 5.52074 1.06898 0.83382
H 2.20387 -0.15337 2.82272
C 0.90805 -5.88360 2.56872
C -1.36105 -0.67313 0.38550
H -1.02941 5.97951 -5.30438
O -0.83860 0.29224 4.24506
C 5.35191 -1.16375 1.46577
H 5.13775 0.63609 -1.38273
H 2.41597 -7.54497 2.64997
H 0.25900 5.03054 0.53433
N -0.41864 5.72043 -1.90773
H 3.71537 -0.37948 3.70750
O -5.91523 1.55604 -1.67448
H -6.02518 -0.65647 2.08779
H 1.58097 -2.59087 0.47965
H 0.52168 5.49658 -4.69254
C 3.61313 -2.57735 2.54022
C -2.04861 2.40500 4.17147
H -4.89662 4.71413 -1.55190
H -0.49313 7.48411 -1.09069
H -1.37553 -3.36973 1.69478
H -2.60562 2.14674 5.06119
C -1.67365 4.17922 -3.28431
C -1.62531 0.36295 -0.70348
C 3.39354 -0.46399 -0.59388
H -0.04520 7.13351 -4.41114
H -7.21280 4.93180 -1.61324
H 1.07409 -7.81326 1.58102
H -2.40997 -0.05236 -1.36992
C -5.56834 3.91453 -1.88286
C -0.69830 1.75052 4.21330
H 5.81542 -2.09439 1.01652
O -6.87771 4.09580 -1.37118
H -5.58095 -3.02477 1.55002
N 0.96182 -4.61404 0.50786
C 3.30286 -0.21556 2.69177
H 1.68352 -1.15119 -1.63999
H 1.42195 -6.79265 -2.06135
C 1.91277 -5.54063 -0.27827
H 2.69566 1.39763 -1.24486
H -0.11571 2.01227 3.35372
H -5.59855 3.88309 -2.99286
H -1.86890 3.44122 4.08132
H -0.87274 -6.69937 0.46736
H -0.71652 0.42521 -1.31048
O -2.04651 1.66109 -0.31257
C 1.08159 5.16415 -0.16255
H -2.91318 6.43930 -2.26601
H -4.16278 -2.61044 -0.19381
H 3.71335 0.78088 2.39985
N 3.15272 -1.48361 0.47480
H -1.98405 7.63271 -3.25522
C -0.57759 -3.83946 2.29364
O -0.00743 7.13759 -1.83724
H 2.49065 -4.23876 -1.85774
H -6.75604 1.81727 -1.21176
H -0.95368 -4.16919 3.29048
H 5.23501 -1.18941 -1.13934
C 1.75516 -7.03174 1.91176
```

Properties
ΔE to the lowest compared entry with this formula, charge and spin: 0.0 kcal per mole
SMILES string: CC1(C)CCCC(C)(C)N1O.CC1(C)CCCC(C)(C)N1O.CC1(C)CCCC(C)(C)N1O.OCCO.OCCO.OCCO.OCCO
largest force on an atom: 0.0670 hartree/bohr
E_LUMO: 0.6100 eV
spin multiplicity: 1